The following is a DFT calculation (ωB97M-V/def2-TZVPD) of C16H14BCl5MoN6 as an isolated structure.

XYZ file:
```
43
Properties=species:S:1:pos:R:3
H 1.0382 3.7071 0.2055
N 0.2948 1.9371 -0.8479
B -0.5566 0.3539 -2.8096
N -0.1301 1.7449 -2.1748
C 0.0807 2.9042 -2.8361
Mo 1.4517 0.5139 0.0394
H -0.0319 2.9596 -3.8958
C 0.5029 3.9084 -1.9434
H 0.6713 4.9445 -2.1733
C 0.6463 3.2913 -0.7081
H -0.4934 0.4740 -4.0123
C -2.8870 -2.8601 2.7460
H -2.1404 -3.2283 3.4530
H -2.4653 -1.9943 2.2319
H -3.0561 -3.6375 1.9971
N -2.1094 0.0063 -2.4616
N 0.3694 -0.8586 -2.3730
N -2.4590 -0.0369 -1.1357
N 0.8128 -1.0898 -1.0422
C -3.2391 -0.3109 -3.1992
C 1.0892 -1.6576 -3.1700
H -3.2980 -0.3045 -4.2767
H 1.0291 -1.5471 -4.2452
C -4.2638 -0.6078 -2.2689
C 1.9013 -2.5143 -2.4429
C -3.6898 -0.4259 -0.9980
C 1.6982 -2.1798 -1.0994
H -5.2673 -0.9147 -2.4495
H 2.5798 -3.2772 -2.8071
H -4.1355 -0.5415 0.0248
H 2.2308 -2.5520 -0.2340
H -3.7679 -2.6220 3.2378
Cl 3.8308 0.7105 0.6881
C 2.9769 0.6738 2.3542
C 1.6127 0.5763 2.3389
C 0.9431 0.4949 3.5812
Cl -0.7680 0.3667 3.6252
C 1.7066 0.5044 4.8012
Cl 0.9046 0.4361 6.3019
C 3.1281 0.5931 4.7956
Cl 4.0459 0.6441 6.2591
C 3.7572 0.6705 3.5197
Cl 5.4563 0.7452 3.4039
```

Summary:
2S+1	3
orbital gap (alpha / beta)	3.20 / 4.12	eV
net charge	+2
lowest unoccupied orbital energy (alpha / beta)	-10.256 / -9.366	eV
HOMO level (alpha / beta)	-13.459 / -13.485	eV
<S²>	2.054

---

The following is a DFT calculation (ωB97M-V/def2-TZVPD) of C50H44GeIInN2O5P as an isolated structure.

XYZ file:
```
105
Properties=species:S:1:pos:R:3
In -1.0384 -0.4959 -0.4899
C -0.4131 -3.2171 4.4397
O -1.1452 -2.6266 3.3564
C -0.5506 -2.4554 2.1825
O -1.2482 -1.9741 1.2761
N 0.7414 -2.8036 2.1013
N 1.3907 -2.5584 0.8862
H -1.1385 -3.3564 5.2348
H 0.3797 -2.5480 4.7756
H 0.0018 -4.1800 4.1415
H 1.3195 -2.6003 2.9209
H 2.2043 -3.1621 0.8583
H 1.7491 -1.5994 0.9174
I -3.6220 -2.2109 -1.0507
C -4.6980 -0.4341 -0.8306
C -6.0570 -0.5583 -0.8997
C -6.8809 0.5792 -0.8142
C -6.3092 1.8060 -0.6799
C -4.9031 1.9544 -0.6115
C -4.3568 3.2547 -0.4984
C -3.0119 3.4324 -0.4462
C -2.1584 2.3106 -0.4749
C -2.6211 1.0216 -0.5709
C -4.0382 0.8196 -0.6646
H -6.5057 -1.5333 -1.0303
H -7.9555 0.4673 -0.8682
H -6.9214 2.6984 -0.6288
H -5.0359 4.0982 -0.4591
H -2.5901 4.4263 -0.3585
H -1.0962 2.4839 -0.3917
O 2.4183 -1.4099 3.5248
C 2.2883 -0.1960 3.3067
O 1.8303 0.1844 1.9346
C 2.5031 0.9608 4.0543
C 3.0189 1.0382 5.3778
C 3.2346 2.2746 5.9284
C 2.9637 3.4613 5.2132
C 2.4442 3.3849 3.9251
C 2.1960 2.1525 3.3485
P 1.3650 1.7342 1.7818
C -0.3342 1.9679 2.3578
C -0.8651 3.2193 2.6599
C -2.1540 3.3214 3.1563
C -2.9134 2.1797 3.3864
C -2.3682 0.9307 3.1407
C -1.0795 0.8307 2.6339
C 2.1357 3.0858 0.8430
C 1.3792 4.0896 0.2488
C 2.0076 5.1325 -0.4167
C 3.3908 5.1545 -0.5220
C 4.1475 4.1465 0.0605
C 3.5235 3.1245 0.7588
H 3.2380 0.1302 5.9241
H 3.6323 2.3463 6.9338
H 3.1652 4.4233 5.6649
H 2.2346 4.2999 3.3786
H -0.2734 4.1146 2.5141
H -2.5671 4.2981 3.3745
H -3.9196 2.2672 3.7754
H -2.9357 0.0300 3.3390
H -0.6389 -0.1440 2.4885
H 0.2971 4.0563 0.2967
H 1.4158 5.9207 -0.8640
H 3.8799 5.9602 -1.0538
H 5.2269 4.1651 -0.0152
H 4.1129 2.3602 1.2522
C -0.7190 -0.0913 -6.4542
C -1.5553 0.1471 -5.3736
C -1.2533 -0.3984 -4.1326
C -0.1222 -1.1936 -3.9473
C 0.7119 -1.4142 -5.0438
C 0.4174 -0.8704 -6.2867
Ge 0.2826 -1.9956 -2.1908
C 2.2270 -2.2553 -2.1340
C 3.1126 -1.3961 -1.4815
C 4.4764 -1.6525 -1.4608
C 4.9827 -2.7769 -2.0978
C 4.1178 -3.6436 -2.7480
C 2.7524 -3.3858 -2.7607
C -0.5431 -3.7782 -2.2212
C -1.5629 -4.0499 -3.1339
C -2.2221 -5.2731 -3.1293
C -1.8681 -6.2482 -2.2092
C -0.8457 -5.9994 -1.3035
C -0.1917 -4.7754 -1.3099
H -0.9505 0.3310 -7.4238
H -2.4392 0.7610 -5.4944
H -1.9211 -0.1943 -3.2999
H 1.6091 -2.0121 -4.9275
H 1.0784 -1.0506 -7.1255
H 2.7389 -0.5323 -0.9513
H 5.1436 -0.9788 -0.9373
H 6.0456 -2.9812 -2.0788
H 4.5041 -4.5268 -3.2412
H 2.0870 -4.0817 -3.2605
H -1.8427 -3.3004 -3.8663
H -3.0109 -5.4632 -3.8466
H -2.3815 -7.2014 -2.2013
H -0.5600 -6.7599 -0.5873
H 0.5990 -4.5928 -0.5959
C 1.1456 1.5347 -1.1948
O 0.6156 1.1627 0.0738
H 0.6418 2.4267 -1.5809
H 0.9934 0.7313 -1.9208
H 2.2149 1.7438 -1.1545
```

Summary:
2S+1	2
orbital gap (alpha / beta)	5.09 / 8.49	eV
net charge	0
lowest unoccupied orbital energy (alpha / beta)	0.276 / 0.275	eV
HOMO level (alpha / beta)	-4.817 / -8.215	eV
<S²>	0.777

---

The following is a DFT calculation (ωB97M-V/def2-TZVPD) of a 2-piece molecular cluster, C4H12S overall.

XYZ file:
```
17
Properties=species:S:1:pos:R:3
C 0.6608 -1.0576 2.1514
S -0.9743 -0.6988 1.5222
C -1.8933 -2.2322 1.8352
H 1.2472 -0.1650 2.0653
H 0.6742 -1.3747 3.1970
H 1.1836 -1.8136 1.5618
H -2.6358 -2.2430 1.0348
H -2.3438 -2.2067 2.8226
H -1.2895 -3.1002 1.6265
C 0.1226 2.0462 -1.7040
C 1.2742 1.7395 -2.7054
H 0.0283 3.0616 -1.3477
H -0.7821 1.8880 -2.2982
H 0.0753 1.2712 -0.9458
H 2.1300 2.3896 -2.5454
H 0.9370 1.7809 -3.7370
H 1.5858 0.7148 -2.5334
```

Summary:
orbital gap	9.59	eV
net charge	0
lowest unoccupied orbital energy	1.070	eV
SMILES	CSC.CC
HOMO level	-8.522	eV

---

The following is a DFT calculation (ωB97M-V/def2-TZVPD) of a 2-piece molecular cluster, C33H47Br2ClFN7O3S2 overall.

XYZ file:
```
96
Properties=species:S:1:pos:R:3
C 7.0509 2.1507 0.7536
C 6.6477 3.4123 0.7118
C 5.4778 3.8660 1.4895
O 5.1123 3.3630 2.5236
O 4.8612 4.9334 0.9234
C 3.4334 4.8566 0.8467
C 2.9968 4.1820 -0.4360
C 1.5227 3.8049 -0.4208
C 1.1643 2.7058 -1.4340
C 0.1576 1.7324 -0.8477
C -0.5635 0.8700 -1.8989
C -0.7959 -0.5638 -1.5037
C -0.1620 -1.6370 -2.1895
C 0.8573 -1.2978 -3.2477
C 2.0980 -0.5758 -2.7232
C 3.0895 -1.3509 -1.8798
S 2.4862 -1.8777 -0.2804
C 2.7590 -0.4792 0.6733
S 3.3078 0.9775 0.2107
N 2.4070 -0.7648 2.0164
C 1.3271 -0.2837 2.7226
C 1.4052 -0.8596 3.9477
N 2.5011 -1.6792 4.0246
C 3.0766 -1.6106 2.8572
C -0.4914 -2.9389 -1.8993
C -0.0492 -4.1478 -2.6799
Cl 1.7373 -4.3786 -2.7120
C -0.6784 -4.1478 -4.0987
C 0.1429 -4.7209 -5.2352
C -1.3889 -3.2023 -0.8324
N -1.7087 -4.4931 -0.4993
C -2.5090 -4.6762 0.4903
O -2.8258 -5.9357 0.8641
C -3.0896 -3.6053 1.2539
C -3.9986 -3.9341 2.3991
C -4.9809 -2.8470 2.8184
N -4.3396 -1.7010 3.4597
N -5.8988 -3.5194 3.7819
N -5.7680 -2.3953 1.6780
N -2.8060 -2.3874 0.9347
C -1.9535 -2.1478 -0.1083
C -1.6765 -0.8181 -0.4745
C -2.4000 0.2577 0.2922
C -1.8121 0.4941 1.6716
F -2.8086 0.8610 2.5727
H 7.9216 1.8334 0.2014
H 6.5196 1.4006 1.3199
H 7.1669 4.1402 0.1059
H 3.0830 5.8847 0.8802
H 3.0388 4.3352 1.7156
H 3.1953 4.8448 -1.2773
H 3.6190 3.2984 -0.5927
H 1.1984 3.5121 0.5759
H 0.9535 4.6936 -0.6914
H 0.7114 3.1735 -2.3073
H 2.0789 2.2033 -1.7474
H 0.6252 1.1124 -0.0810
H -0.5767 2.3519 -0.3323
H -0.0284 0.9491 -2.8367
H -1.5463 1.3038 -2.0772
H 0.3793 -0.6038 -3.9360
H 1.1228 -2.1615 -3.8482
H 1.8242 0.3165 -2.1662
H 2.6586 -0.2356 -3.5948
H 3.9435 -0.7074 -1.6808
H 3.4705 -2.2210 -2.4037
H 0.6209 0.4071 2.3040
H 0.7319 -0.7364 4.7754
H 3.9632 -2.1591 2.5977
H -0.4004 -5.0260 -2.1679
H -0.9701 -3.1278 -4.3357
H -1.5921 -4.7321 -4.0058
H 0.5243 -5.7128 -5.0117
H -0.4984 -4.8234 -6.1092
H 0.9633 -4.0722 -5.5261
H -2.6978 -6.5117 0.1001
H -4.5320 -4.8520 2.1800
H -3.3502 -4.1390 3.2563
H -3.3388 -1.8414 3.5192
H -4.4119 -0.8909 2.8544
H -6.2567 -2.7725 4.3710
H -5.3329 -4.0661 4.4258
H -6.1670 -1.4883 1.8961
H -6.5668 -3.0172 1.6192
H -3.4139 -0.0968 0.4653
H -2.4765 1.1768 -0.2767
H -1.3604 -0.4246 2.0403
H -1.0622 1.2839 1.6713
Br -2.9952 6.4537 -1.5503
C -2.7180 7.2049 0.2214
C -1.4072 6.7639 0.8141
Br -1.4726 4.9185 1.4179
H -3.5651 6.8998 0.8261
H -2.7300 8.2843 0.0905
H -1.1681 7.3535 1.6958
H -0.5928 6.8293 0.0995
```

Summary:
orbital gap	8.26	eV
net charge	0
lowest unoccupied orbital energy	-0.476	eV
SMILES	C=CC(=O)OCCCCCCc1c(CCCSC(=S)n2ccnc2)c([C@H](Cl)CC)c2nc(O)c(CC(N)(N)N)nc2c1CCF.BrCCBr
HOMO level	-8.739	eV

---

One value per record, in order, for energy: -90883.817 -144860.456 -15177.339 -228552.808 eV.
One value per record, in order, for energy relative to the best compared isomer or geometry (same formula, charge and spin): 97.5 17.7 8.5 0.0 kcal/mol.